Record 1
{"formula": "C48H55NO6", "method": "ωB97M-V/def2-TZVPD", "energy_ha": -2368.30605, "homo_energy_ev": -9.37, "gap_ev": 8.29, "lumo_ev": -1.1, "smiles": "CCCCCCCCC[C@H]1C(=O)N[C@@](C)(CCC)[C@H]1C[C@@H](C)O.O=C1c2ccccc2C(=O)c2ccccc21.O=C1c2ccccc2C(=O)c2ccccc21", "species": ["C", "C", "C", "C", "C", "C", "C", "C", "C", "C", "C", "O", "N", "C", "C", "C", "C", "C", "C", "C", "C", "C", "O", "H", "H", "H", "H", "H", "H", "H", "H", "H", "H", "H", "H", "H", "H", "H", "H", "H", "H", "H", "H", "H", "H", "H", "H", "H", "H", "H", "H", "H", "H", "H", "H", "H", "H", "H", "H", "H", "H", "H", "C", "C", "C", "C", "C", "C", "C", "O", "C", "C", "C", "C", "C", "C", "C", "O", "H", "H", "H", "H", "H", "H", "H", "H", "C", "C", "C", "C", "C", "C", "C", "O", "C", "C", "C", "C", "C", "C", "C", "O", "H", "H", "H", "H", "H", "H", "H", "H"], "coordinates": [[-11.96636, 3.99094, -4.66385], [-11.51742, 4.83206, -5.87601], [-10.01839, 5.14064, -5.87655], [-9.14857, 3.96841, -6.38020], [-8.04363, 3.50372, -5.41469], [-6.63234, 3.92367, -5.84571], [-5.58909, 3.89958, -4.71439], [-4.36175, 3.02858, -5.00188], [-3.10420, 3.48204, -4.25476], [-3.24130, 3.41566, -2.72820], [-3.35700, 1.99442, -2.18652], [-4.12967, 1.16748, -2.55010], [-2.37035, 1.74848, -1.17082], [-1.31495, 2.77359, -1.40005], [-0.52141, 3.01813, -0.12688], [-0.37232, 2.31909, -2.54813], [-0.39258, 0.83137, -2.91196], [0.06090, -0.11358, -1.78601], [-2.13826, 4.00606, -1.81217], [-1.39706, 5.26877, -2.24236], [-1.51940, 6.39578, -1.21979], [-0.57909, 7.55208, -1.50709], [-2.88508, 6.82371, -1.16198], [-12.44229, 3.05780, -4.96942], [-11.11197, 3.71985, -4.03767], [-12.67166, 4.53640, -4.03560], [-11.75458, 4.27829, -6.79015], [-12.08591, 5.76334, -5.91814], [-9.82758, 6.04320, -6.46171], [-9.72675, 5.36042, -4.84245], [-9.80722, 3.12304, -6.60095], [-8.68323, 4.25661, -7.32790], [-8.06478, 2.41151, -5.35620], [-8.23642, 3.89395, -4.41073], [-6.30646, 3.25410, -6.64868], [-6.68704, 4.93106, -6.27122], [-6.07358, 3.56001, -3.79317], [-5.24340, 4.92358, -4.52478], [-4.14392, 3.08257, -6.07455], [-4.58362, 1.98877, -4.75805], [-2.25099, 2.90103, -4.61047], [-2.91134, 4.52277, -4.53956], [-4.17414, 3.92670, -2.46778], [-2.82993, 1.96981, -0.28743], [0.06483, 3.93633, -0.23369], [-1.17652, 3.13864, 0.74284], [0.17769, 2.20859, 0.08626], [-0.61543, 2.88304, -3.45050], [0.65444, 2.60233, -2.29157], [0.27476, 0.71061, -3.77080], [-1.38525, 0.53619, -3.25979], [0.34590, 0.41706, -0.88017], [-0.72612, -0.81606, -1.50974], [0.92569, -0.70616, -2.09379], [-2.69742, 4.25974, -0.89851], [-1.83324, 5.65245, -3.17047], [-0.34065, 5.06323, -2.44922], [-1.29941, 6.00821, -0.21798], [-0.82073, 8.02460, -2.46504], [-0.65110, 8.30439, -0.71855], [0.45354, 7.20029, -1.54199], [-2.97295, 7.65136, -1.65279], [4.81296, -4.05342, 2.74756], [4.37768, -3.63749, 1.49365], [3.53238, -2.54730, 1.37625], [3.11068, -1.87145, 2.51499], [3.53610, -2.29633, 3.77517], [4.39331, -3.38424, 3.88474], [3.07673, -1.61156, 5.01758], [3.45182, -1.97444, 6.11191], [2.13170, -0.46655, 4.86744], [1.65090, 0.16437, 6.00844], [0.77870, 1.23293, 5.89138], [0.38594, 1.67989, 4.63416], [0.86051, 1.05410, 3.49440], [1.73125, -0.02314, 3.60640], [2.21127, -0.69363, 2.36316], [1.87549, -0.29245, 1.26949], [5.48456, -4.89970, 2.83271], [4.70148, -4.16691, 0.60736], [3.18871, -2.20805, 0.40866], [4.72079, -3.69517, 4.86765], [1.96835, -0.19348, 6.97808], [0.40221, 1.72064, 6.78088], [-0.29401, 2.51713, 4.54583], [0.56162, 1.38587, 2.50931], [11.26604, -8.37669, 2.49162], [11.76862, -9.28550, 3.41650], [11.01770, -9.63747, 4.52506], [9.76120, -9.07688, 4.71748], [9.26123, -8.15630, 3.79476], [10.01588, -7.81282, 2.67961], [7.92813, -7.51883, 3.98813], [7.48777, -6.72559, 3.18262], [7.15571, -7.88288, 5.21040], [5.92870, -7.27174, 5.43922], [5.19097, -7.59895, 6.56367], [5.67317, -8.54359, 7.46321], [6.89521, -9.15523, 7.24174], [7.64307, -8.82441, 6.11844], [8.96595, -9.48203, 5.91300], [9.38153, -10.31344, 6.69051], [11.85325, -8.10742, 1.62364], [12.74870, -9.71996, 3.27021], [11.39175, -10.34613, 5.25092], [9.61188, -7.10254, 1.97163], [5.56398, -6.54263, 4.72893], [4.23807, -7.11820, 6.74151], [5.09327, -8.80078, 8.33966], [7.28517, -9.88993, 7.93252]], "forces_ev_per_a": [[0.116, -0.051, -0.061], [-0.043, -0.167, -0.088], [0.080, -0.021, 0.236], [-0.070, -0.019, 0.040], [0.118, -0.058, -0.165], [-0.088, 0.002, 0.051], [0.050, 0.049, 0.072], [-0.016, 0.101, -0.102], [-0.052, 0.040, -0.024], [0.133, 0.260, 0.098], [0.671, 0.387, 0.138], [-0.900, -0.689, -0.152], [0.090, 0.565, -0.275], [0.112, -0.151, 0.019], [0.056, 0.086, 0.151], [-0.001, -0.041, -0.076], [0.133, -0.044, 0.083], [0.002, -0.175, -0.071], [-0.459, 0.038, 0.269], [-0.022, -0.003, -0.243], [0.024, -0.026, 0.024], [-0.060, 0.021, 0.112], [0.032, 0.213, 0.022], [-0.044, 0.060, 0.045], [-0.048, 0.011, -0.017], [0.025, -0.043, -0.001], [-0.030, 0.181, -0.037], [0.003, -0.032, 0.026], [0.026, -0.042, 0.005], [-0.001, 0.192, -0.114], [0.038, 0.047, -0.026], [-0.073, -0.133, -0.024], [0.018, 0.052, 0.223], [-0.064, -0.079, -0.029], [-0.041, 0.133, -0.056], [0.051, -0.057, -0.029], [0.081, 0.031, -0.009], [-0.078, -0.043, 0.040], [0.023, -0.043, 0.068], [0.021, 0.003, -0.111], [-0.019, -0.047, 0.076], [0.038, -0.050, 0.040], [-0.051, -0.137, -0.105], [0.115, -0.420, 0.131], [-0.006, -0.075, 0.021], [-0.031, 0.058, -0.072], [-0.072, -0.001, -0.021], [0.070, 0.041, 0.028], [-0.055, -0.009, 0.024], [-0.065, 0.023, 0.004], [0.019, 0.086, 0.024], [0.019, -0.037, -0.026], [-0.003, 0.089, 0.016], [-0.013, 0.051, 0.031], [0.123, 0.140, -0.042], [0.159, 0.005, -0.020], [-0.061, -0.026, 0.036], [0.015, -0.040, -0.076], [0.053, -0.061, 0.008], [-0.018, 0.000, -0.069], [-0.030, 0.044, -0.056], [0.027, -0.229, 0.061], [0.053, -0.053, 0.003], [-0.024, 0.021, 0.012], [0.045, -0.053, -0.032], [-0.014, 0.026, 0.024], [-0.038, 0.022, 0.006], [0.035, -0.069, -0.028], [0.006, 0.004, 0.006], [-0.006, -0.009, 0.003], [0.017, -0.017, -0.034], [-0.035, 0.059, 0.032], [0.006, -0.008, -0.009], [0.010, -0.008, -0.003], [-0.045, 0.050, 0.033], [0.013, -0.038, 0.002], [-0.026, 0.018, 0.020], [0.006, 0.020, -0.054], [0.016, 0.010, -0.011], [0.012, 0.000, 0.000], [-0.020, 0.035, 0.014], [-0.017, 0.029, 0.023], [0.029, -0.027, -0.014], [0.000, 0.006, 0.001], [-0.004, 0.002, 0.004], [0.017, -0.030, -0.016], [-0.009, -0.002, 0.007], [-0.012, 0.004, 0.006], [0.059, -0.013, -0.046], [-0.036, 0.009, 0.005], [-0.021, 0.001, 0.031], [0.061, -0.005, -0.036], [-0.031, 0.008, 0.031], [-0.027, 0.050, -0.044], [0.033, -0.015, -0.012], [-0.056, 0.002, 0.038], [0.008, -0.002, -0.004], [0.010, -0.002, -0.011], [-0.059, 0.012, 0.042], [0.026, 0.012, -0.024], [0.000, -0.006, 0.004], [0.005, 0.003, 0.006], [0.005, 0.001, 0.000], [0.001, -0.004, -0.006], [-0.035, -0.003, 0.023], [-0.032, 0.012, 0.022], [0.022, -0.010, -0.025], [-0.004, 0.000, 0.001], [-0.003, 0.003, 0.003], [0.037, -0.004, -0.018]]}

Record 2
{"formula": "C3H7N3OS", "method": "ωB97M-V/def2-TZVPD", "energy_ha": -756.00088, "homo_energy_ev": [-6.76, -7.43], "gap_ev": [7.04, 7.80], "lumo_ev": [0.3, 0.4], "species": ["C", "C", "C", "N", "N", "N", "O", "S", "H", "H", "H", "H", "H", "H", "H"], "coordinates": [[0.62776, 0.87261, -0.26691], [-2.43434, 0.40582, 1.06033], [0.82689, -0.54553, 0.21271], [-0.53562, 1.26112, -0.51909], [-0.20249, -1.43204, -0.25013], [1.70872, 1.58749, -0.49403], [0.21291, -2.31170, -1.23671], [-1.81045, 0.27702, -0.54757], [-3.26356, -0.19151, 1.20160], [-1.52737, 0.44261, 1.81623], [1.87113, -0.87871, -0.09929], [0.72371, -0.38783, 1.40086], [-0.58776, -2.83372, -1.36131], [2.60320, 1.16558, -0.37580], [1.78726, 2.56878, -0.54089]], "forces_ev_per_a": [[-0.435, -1.611, -0.578], [4.652, 0.627, -1.437], [1.114, -0.693, 1.175], [-0.654, 2.460, -0.804], [-1.306, 0.483, 1.829], [1.993, 0.355, 0.257], [0.626, 0.444, -0.771], [-0.921, -0.855, 2.748], [-1.741, -0.990, 0.579], [-2.361, -0.006, -1.298], [-1.222, 0.113, 0.705], [0.559, -0.778, -2.421], [0.192, -0.138, 0.029], [0.265, -0.464, 0.232], [-0.760, 1.052, -0.245]]}

Record 3
{"formula": "C2H5N3S2", "method": "ωB97M-V/def2-TZVPD", "energy_ha": -1039.83575, "homo_energy_ev": -9.05, "gap_ev": 9.13, "lumo_ev": 0.1, "smiles": "[H]/N=C(/N)SNC=S", "species": ["C", "C", "H", "H", "H", "H", "H", "N", "N", "N", "S", "S"], "coordinates": [[-1.04304, -0.50885, -0.54134], [1.64827, 0.74197, 1.50828], [-2.48693, 0.19616, -1.77572], [-2.47852, -1.44856, -1.48719], [0.47876, -1.43475, 0.10085], [1.80768, 1.00921, -0.51367], [0.90176, 0.87455, 2.29365], [-2.30948, -0.52584, -1.07494], [-0.40459, -1.60338, -0.38677], [1.11977, 0.92882, 0.25600], [-0.49505, 1.14803, -0.15645], [3.26138, 0.62264, 1.77732]], "forces_ev_per_a": [[0.847, -1.311, -0.139], [0.366, 0.965, -0.424], [0.015, -0.150, 0.445], [-0.059, 0.395, 0.369], [-0.122, -0.172, -0.138], [-0.562, -0.238, 0.761], [0.048, -0.447, -0.012], [-0.448, 0.068, -0.978], [0.047, 1.042, 0.382], [0.822, -0.276, -0.680], [-0.135, 0.297, 0.436], [-0.820, -0.173, -0.022]]}

Record 4
{"formula": "C18H18F5N4OTeTi", "method": "ωB97M-V/def2-TZVPD", "energy_ha": -2607.77818, "homo_energy_ev": -11.20, "gap_ev": 7.11, "total_charge": 1, "lumo_ev": -4.1, "species": ["Ti", "C", "N", "C", "C", "C", "C", "C", "C", "N", "C", "C", "C", "C", "C", "C", "N", "C", "C", "C", "C", "C", "N", "H", "H", "H", "H", "H", "H", "H", "H", "H", "H", "H", "H", "H", "H", "H", "H", "H", "H", "F", "Te", "F", "F", "F", "F", "O"], "coordinates": [[0.03230, 0.00187, 0.88080], [-2.07763, 1.21394, -0.84410], [-1.33691, -0.07735, -0.86327], [-0.53251, -0.28323, -2.10267], [0.97632, -0.20148, -1.88465], [1.87433, -0.20127, -2.93711], [3.23224, -0.16343, -2.66285], [3.67422, -0.14697, -1.34663], [2.73109, -0.16232, -0.34032], [1.41890, -0.18093, -0.62325], [-2.19788, -1.25857, -0.54861], [-1.30890, -2.40302, -0.09248], [-1.55039, -3.73369, -0.36510], [-0.68563, -4.68332, 0.16179], [0.40247, -4.28435, 0.92390], [0.59924, -2.93638, 1.14121], [-0.24818, -2.03183, 0.63443], [-1.17483, 2.34935, -0.37750], [-1.47621, 3.68215, -0.57015], [-0.59434, 4.64026, -0.09187], [0.57689, 4.25291, 0.54100], [0.81514, 2.90711, 0.71361], [-0.05707, 1.98992, 0.26665], [-2.90633, 1.13224, -0.14240], [-2.48522, 1.45212, -1.82915], [-0.82653, 0.43914, -2.86559], [-0.75356, -1.27437, -2.50432], [1.51211, -0.22723, -3.95657], [3.94568, -0.14738, -3.47652], [4.72560, -0.12487, -1.10000], [2.99848, -0.16027, 0.70843], [-2.81146, -1.55026, -1.40336], [-2.85050, -0.99682, 0.28483], [-2.40579, -4.02082, -0.96125], [-0.86200, -5.73458, -0.02381], [1.08345, -5.00276, 1.35602], [1.42378, -2.55966, 1.72887], [-2.39089, 3.96491, -1.07378], [-0.82326, 5.69078, -0.21386], [1.28548, 4.97676, 0.91551], [1.68677, 2.54086, 1.23742], [-0.38053, 2.10918, 3.20218], [-0.22585, 0.36148, 3.93496], [1.31358, 1.24148, 4.81055], [-2.02864, 0.70702, 4.48405], [-1.51512, 0.39074, 1.79986], [-0.84489, -1.57063, 3.20252], [1.04291, 0.07356, 2.27260]], "forces_ev_per_a": [[-0.372, 0.095, 3.160], [0.309, 0.133, 0.053], [-0.258, -0.089, -0.492], [0.114, 0.071, 0.226], [-0.058, -0.082, -0.041], [-0.114, 0.034, -0.079], [0.053, 0.003, -0.034], [-0.038, -0.029, 0.037], [0.129, -0.013, -0.367], [0.510, -0.020, -0.552], [0.357, -0.079, -0.075], [-0.051, 0.133, -0.174], [-0.099, -0.027, 0.075], [-0.011, -0.045, -0.008], [-0.014, 0.011, 0.040], [-0.316, -0.170, -0.106], [0.143, -0.407, -0.375], [0.084, -0.166, -0.127], [-0.071, 0.017, -0.036], [-0.038, 0.061, -0.021], [0.025, 0.008, 0.010], [-0.330, 0.111, -0.111], [0.195, 0.400, -0.280], [0.013, -0.076, 0.035], [-0.050, -0.046, -0.013], [0.008, 0.017, -0.014], [-0.004, -0.007, -0.024], [0.025, 0.019, 0.001], [-0.010, -0.015, 0.010], [0.003, -0.001, -0.024], [-0.031, 0.049, 0.020], [-0.011, -0.007, -0.017], [0.000, 0.102, -0.010], [0.008, -0.016, 0.010], [0.004, 0.007, -0.004], [-0.003, -0.011, -0.026], [-0.045, 0.044, 0.056], [0.017, 0.015, -0.011], [0.010, -0.011, -0.020], [-0.024, 0.012, 0.009], [-0.026, -0.040, 0.047], [-0.027, -0.013, -0.270], [0.174, -0.649, 1.770], [0.091, 0.176, 0.168], [-0.358, 0.285, 0.133], [-0.242, -0.077, -0.801], [0.121, 0.193, -0.107], [0.210, 0.096, -1.637]]}